[1]
Formula: C22H47BN3O2S
Source: the OMol25 dataset
Level of theory: ωB97M-V/def2-TZVPD

Cartesian coordinates (Å):
C 7.34 -3.17 1.03
C 6.21 -3.61 0.11
C 5.24 -2.49 -0.32
C 4.83 -1.49 0.76
C 5.05 -0.03 0.35
C 4.34 0.96 1.27
C 4.28 2.42 0.78
C 3.88 2.67 -0.68
C 2.38 2.62 -0.96
C 1.76 1.23 -0.85
C 0.42 1.08 -1.61
C -0.81 0.98 -0.68
C -1.28 -0.47 -0.49
C -1.04 -1.05 0.91
C -2.41 -1.13 1.61
C -3.42 -0.41 0.71
C -4.82 -1.02 0.92
N -5.11 -0.96 2.35
C -3.57 1.11 0.89
C -2.82 1.70 2.07
C -3.58 1.90 3.39
O -3.01 2.99 2.41
N -2.81 -0.71 -0.69
S -2.99 -2.47 -1.07
B -3.46 -0.02 -1.92
O -2.54 0.29 -2.86
N -4.87 0.20 -1.96
C -5.17 1.53 -2.53
C -5.67 -0.85 -2.61
H 8.06 -3.99 1.15
H 6.99 -2.93 2.03
H 7.88 -2.31 0.62
H 5.66 -4.44 0.55
H 6.66 -4.01 -0.80
H 4.34 -2.97 -0.71
H 5.68 -1.95 -1.17
H 5.34 -1.68 1.70
H 3.75 -1.59 0.96
H 4.67 0.07 -0.67
H 6.12 0.18 0.30
H 4.88 0.97 2.22
H 3.34 0.59 1.48
H 5.23 2.91 0.99
H 3.54 2.93 1.40
H 4.22 3.68 -0.93
H 4.41 2.01 -1.37
H 1.88 3.31 -0.27
H 2.20 3.01 -1.97
H 2.47 0.51 -1.25
H 1.61 0.98 0.20
H 0.47 0.18 -2.22
H 0.29 1.93 -2.29
H -1.59 1.62 -1.08
H -0.53 1.39 0.29
H -0.79 -1.10 -1.22
H -0.56 -2.02 0.86
H -0.36 -0.40 1.46
H -2.42 -0.78 2.63
H -2.74 -2.18 1.67
H -4.83 -2.07 0.61
H -5.54 -0.47 0.32
H -5.55 -1.82 2.66
H -5.74 -0.21 2.58
H -4.61 1.38 1.04
H -3.17 1.65 0.03
H -1.79 1.37 2.20
H -2.69 1.55 3.97
H -3.91 2.51 4.22
H -2.88 -2.27 -2.39
H -2.90 0.41 -3.75
H -4.37 2.24 -2.30
H -5.27 1.50 -3.62
H -6.10 1.91 -2.11
H -6.58 -0.41 -3.02
H -5.96 -1.62 -1.90
H -5.14 -1.35 -3.43

- LUMO level: -3.15 eV
- Energy: -43644.96072 eV
- HOMO-LUMO gap: 8.85 eV
- Net charge: +1

These are the Mulliken partial charges, in e, on atoms 1 to 6: number 1, C, carries -1.1583; number 2, C, carries -0.4295; number 3, C, carries -0.8106; number 4, C, carries -0.3856; number 5, C, carries -0.4718; number 6, C, carries -0.6480

[2]
Formula: H13O6
Source: the OMol25 dataset
Level of theory: ωB97M-V/def2-TZVPD

Cartesian coordinates (Å):
O 0.33 -2.18 0.98
H 0.84 -2.12 1.80
H 0.88 -2.67 0.36
O 2.76 -0.47 1.68
H 3.48 -0.98 1.29
H 3.21 0.29 2.05
O -2.46 -1.30 -0.77
H -3.15 -0.82 -1.26
H -2.98 -1.98 -0.32
O -2.84 2.01 -0.51
H -2.29 2.32 -1.23
H -2.84 2.78 0.09
O 1.80 1.78 -1.07
H 2.74 1.77 -0.85
H 1.78 2.09 -1.98
O -0.40 0.09 0.11
H -1.20 -0.11 -0.46
H -0.03 -0.76 0.58
H 0.36 0.27 -0.50

- LUMO level: -3.06 eV
- Energy: -12489.78075 eV
- HOMO-LUMO gap: 11.80 eV
- Net charge: +1
- Energy above the lowest of the compared OMol25 structures with the same formula, charge and spin: 71.84 kJ/mol

These are the Mulliken partial charges, in e, on atoms 1 to 6: number 1, O, carries -0.6638; number 2, H, carries 0.3382; number 3, H, carries 0.3561; number 4, O, carries -0.5975; number 5, H, carries 0.3237; number 6, H, carries 0.3058

The records above yield HOMO values of -11.996 -14.864 eV, respectively.